The following is a quantum chemistry calculation of 4 unconnected molecules or ions with the total composition C24H47F3N2O13S3, from the Open Molecules 2025 dataset.

## Properties
Multiplicity: 1
Relative energy (zero: lowest compared OMol25 entry of this formula, charge and spin) (kcal per mole): 0.0
Charge: 0
Molecular weight (g mol⁻¹): 724.84
Structure (SMILES): CCOCCOCCOC[C@@H](C#N)[C@](C#N)(C[C@H](C)O)C(F)(F)F.CCOS(C)(=O)=O.CCOS(C)(=O)=O.CCOS(C)(=O)=O
LUMO level (hartree): 0.0019
Gap between HOMO and LUMO (eV): 9.417
E_tot (hartree): -3524.3762
E_HOMO (eV): -9.37

The geometry in XYZ format:
```
92
Properties=species:S:1:pos:R:3:mulliken_charge:R:1
C 3.95512 -5.49354 1.74132 -1.403
C 3.57740 -4.17500 1.05567 0.346
O 4.35131 -3.91240 -0.10262 -0.357
C 5.70165 -3.59198 0.14440 -0.614
C 5.93297 -2.08936 0.10456 -0.471
O 5.00113 -1.44445 0.94909 -0.311
C 4.65859 -0.13881 0.54398 -0.767
C 3.60452 -0.13351 -0.54990 -0.252
O 2.31836 -0.32524 0.03867 -0.297
C 1.29107 0.51905 -0.37682 -1.331
C 0.44057 -0.04637 -1.53961 0.652
C 1.30693 -0.52015 -2.61674 -0.503
N 1.98362 -0.89142 -3.46670 -0.628
C -0.67995 -1.09003 -1.16018 2.312
C -1.15217 -1.68755 -2.42079 -0.388
N -1.53696 -2.14202 -3.40184 -0.646
C -1.80718 -0.27614 -0.49435 -1.708
C -3.02132 -0.98065 0.12370 0.077
C -2.80646 -1.56878 1.51687 -1.544
O -3.54718 -1.91647 -0.80168 -0.549
C -0.10346 -2.23219 -0.30384 0.444
F -0.95579 -3.26405 -0.21947 -0.276
F 1.01681 -2.70867 -0.83508 -0.254
F 0.15092 -1.82611 0.94205 -0.254
H 4.50832 -6.11680 1.03912 0.317
H 4.60351 -5.33019 2.60269 0.331
H 3.07029 -6.02855 2.07884 0.421
H 3.64042 -3.33616 1.75201 0.215
H 2.54680 -4.21998 0.70781 0.035
H 6.05552 -4.00176 1.09446 0.304
H 6.28807 -4.03939 -0.66085 0.336
H 6.95160 -1.86317 0.44409 0.354
H 5.83167 -1.74465 -0.92936 0.395
H 4.22865 0.34776 1.42029 0.255
H 5.54200 0.42894 0.23157 0.382
H 3.63940 0.81272 -1.09680 0.411
H 3.78755 -0.96253 -1.23489 0.282
H 0.63954 0.69625 0.47953 0.402
H 1.66713 1.49587 -0.69579 0.496
H -0.11442 0.80410 -1.94514 0.893
H -2.17570 0.38850 -1.27909 0.604
H -1.37609 0.36833 0.27314 0.210
H -3.77635 -0.19772 0.24592 0.460
H -3.74107 -1.54105 2.07674 0.459
H -2.06321 -1.01080 2.08294 0.322
H -2.47823 -2.60627 1.47120 0.366
H -3.68723 -2.75938 -0.36159 0.403
O 2.45206 -0.44625 -7.88697 -0.672
S 2.25596 -1.83376 -7.58428 1.210
O 3.37775 -2.62174 -7.17525 -0.626
O 1.56120 -2.52412 -8.84355 -0.292
C 2.17223 -2.30538 -10.13453 -0.384
C 3.41204 -3.14824 -10.34620 -0.974
C 0.93576 -2.03388 -6.44962 -0.424
H 2.38187 -1.24105 -10.24870 0.347
H 1.39277 -2.57343 -10.84518 0.270
H 4.21964 -2.84236 -9.68369 0.302
H 3.74943 -3.04190 -11.37798 0.383
H 3.19691 -4.19892 -10.15240 0.261
H 0.08510 -1.45662 -6.80085 0.348
H 1.28620 -1.66134 -5.48955 -0.072
H 0.69105 -3.09030 -6.38047 0.360
O -1.66722 2.33315 1.90898 -0.674
S -2.41741 3.32335 1.19060 1.227
O -1.83018 3.93310 0.03748 -0.663
O -2.92987 4.43281 2.19256 -0.124
C -1.94137 5.07321 3.05493 -0.097
C -1.10922 6.10032 2.32011 -1.167
C -3.99893 2.68651 0.75727 -1.053
H -1.32823 4.29934 3.51606 0.351
H -2.53354 5.53074 3.84130 0.133
H -0.45777 5.63956 1.57913 0.309
H -0.48985 6.63522 3.04011 0.419
H -1.74927 6.81679 1.80546 0.280
H -4.45239 2.23395 1.63513 0.291
H -3.83815 1.94345 -0.01978 0.377
H -4.60453 3.50275 0.37287 0.412
O -3.29786 4.67497 6.01327 -0.625
S -4.69773 4.47960 6.25466 1.245
O -5.35773 5.28763 7.23084 -0.626
O -4.94787 2.94477 6.56183 -0.274
C -4.12061 2.32443 7.58100 -0.353
C -4.55496 2.68821 8.98358 -0.980
C -5.57776 4.55808 4.73451 -0.819
H -3.07957 2.58928 7.39421 0.337
H -4.23575 1.25861 7.39742 0.276
H -4.38194 3.74181 9.19587 0.300
H -3.98830 2.09321 9.70016 0.385
H -5.61691 2.48578 9.12018 0.268
H -5.07512 3.92739 4.00606 0.074
H -5.55830 5.59892 4.41807 0.392
H -6.60034 4.23416 4.90783 0.407
```

The following is a quantum chemistry calculation of 3 unconnected molecules or ions with the total composition CH3N2P in a non-equilibrium geometry, from the Open Molecules 2025 dataset.

## Properties
Multiplicity: 1
Relative energy (zero: lowest compared OMol25 entry of this formula, charge and spin) (kcal per mole): 48.9
Charge: 0
Molecular weight (g mol⁻¹): 74.02
LUMO level (hartree): -0.0447
Gap between HOMO and LUMO (eV): 9.385
E_tot (hartree): -490.6647
E_HOMO (eV): -10.60

The geometry in XYZ format:
```
7
Properties=species:S:1:pos:R:3:mulliken_charge:R:1
C -1.67112 0.97633 -0.12066 0.250
N -2.13702 1.88799 -0.62248 -0.292
N -0.85512 -1.13014 -0.96999 -0.401
P -0.84621 -0.55720 0.43159 0.166
H 3.06105 0.28650 1.57249 0.080
H -0.19436 -1.95499 -1.08205 0.277
H 2.64278 0.49150 0.79110 -0.080
```

The following is a quantum chemistry calculation of a molecular structure, C41H64AgBN7SSi2, from the Open Molecules 2025 dataset.

## Properties
Multiplicity: 1
Relative energy (zero: lowest compared OMol25 entry of this formula, charge and spin) (kcal per mole): 16.4
Charge: -1
Molecular weight (g mol⁻¹): 861.93
LUMO level (hartree): 0.0956
Gap between HOMO and LUMO (eV): 6.710
E_tot (hartree): -3133.1700
E_HOMO (eV): -4.11

The geometry in XYZ format:
```
117
Properties=species:S:1:pos:R:3:mulliken_charge:R:1
Ag 0.09979 0.33804 -0.20442 -1.222
C 5.92944 -0.90997 1.78376 -1.179
C 4.92381 -0.84171 2.86698 1.000
N 5.13396 -1.11360 4.11995 -0.965
N 3.92488 -0.88326 4.71132 0.290
C 2.96967 -0.45272 3.85864 -0.178
S 1.40982 -0.00390 4.17174 -0.328
N 3.63748 -0.42504 2.66141 0.713
N 3.10967 -0.21417 1.39227 0.255
H 6.82386 -1.39546 2.16390 0.379
H 6.18251 0.09119 1.43318 0.202
H 5.53163 -1.46320 0.93286 0.218
H 3.78587 -1.05344 5.69114 0.198
H 2.08647 -0.30676 1.35184 -0.483
H 3.32125 0.73417 1.09552 -0.383
C 3.20385 4.26279 -2.79892 -1.285
Si 2.91489 2.57715 -1.97331 0.311
C 2.38807 1.39217 -3.34461 -1.040
C 4.67227 1.99344 -1.56025 -1.301
C 1.64306 2.74404 -0.63206 1.690
C 0.39844 3.04756 -1.36061 -1.341
C -0.14890 4.33955 -1.51708 -0.373
C -1.30242 4.53426 -2.24401 -1.116
C -1.92860 3.44715 -2.83940 -1.157
C -1.34606 2.20947 -2.65103 -1.147
N -0.23689 2.01132 -1.94509 1.062
Si 1.91539 3.72269 0.90375 0.282
C 0.49093 3.43201 2.10162 -0.800
C 3.49581 3.26403 1.85032 -1.003
C 2.08077 5.62244 0.79476 -1.397
H 3.80555 4.18605 -3.70789 0.391
H 3.72066 4.93295 -2.10813 0.282
H 2.25476 4.73408 -3.05915 0.319
H 3.21903 1.22312 -4.03423 0.523
H 1.54195 1.77250 -3.91407 0.274
H 2.08607 0.43195 -2.92338 0.053
H 5.27983 2.15888 -2.45151 0.458
H 4.69502 0.93068 -1.33536 0.251
H 5.14769 2.53405 -0.74196 0.381
H 0.36934 5.18321 -1.09635 0.465
H -1.70235 5.53484 -2.36571 0.414
H -2.84303 3.54719 -3.40818 0.547
H -1.80489 1.31802 -3.06793 0.703
H 0.40858 2.37196 2.33958 -0.049
H -0.45963 3.75344 1.67016 0.247
H 0.63555 3.98014 3.03491 0.470
H 3.33926 2.39849 2.48873 0.036
H 3.76143 4.09732 2.50278 0.471
H 4.35793 3.07722 1.21013 0.261
H 1.16113 6.12504 0.49877 0.393
H 2.85849 5.91531 0.08596 0.337
H 2.35931 6.01299 1.77621 0.383
C -5.17985 0.68733 0.78106 -2.027
C -3.74675 0.69673 0.24667 2.511
C -3.01917 1.98224 0.64063 -1.544
C -3.71128 0.50184 -1.25504 0.635
C -4.37348 1.41107 -2.07275 0.103
C -4.38153 1.25667 -3.44680 -1.556
C -3.68289 0.20582 -4.01540 -0.702
C -2.97765 -0.71071 -3.23847 0.249
C -2.16516 -1.75868 -3.98775 0.087
C -0.71315 -1.88685 -3.52721 -1.015
C -2.83834 -3.13416 -4.05221 -1.633
C -3.02799 -0.56844 -1.84528 0.069
N -2.42515 -1.53097 -0.99935 0.574
B -1.23135 -1.41679 -0.17229 2.946
N -1.21683 -2.72427 0.46676 0.732
C -2.31876 -3.48040 0.06854 -1.126
C -3.03584 -2.76966 -0.81760 -1.029
C -0.48194 -3.11875 1.61056 -0.005
C 0.78114 -3.71326 1.51996 0.038
C 1.45341 -3.98184 2.71146 -1.221
C 0.88826 -3.70655 3.94557 -1.458
C -0.38635 -3.17025 4.00832 -0.298
C -1.08762 -2.87199 2.84791 0.709
C -2.47705 -2.25122 2.93089 1.854
C -2.45084 -0.81250 3.43834 -1.189
C -3.41161 -3.10758 3.78688 -1.892
C 1.46639 -4.13152 0.22497 0.625
C 2.15135 -2.96803 -0.48951 -0.588
C 0.57241 -4.90822 -0.74228 -1.474
H -5.17196 0.72098 1.87163 0.442
H -5.71228 -0.21227 0.47015 0.429
H -5.74236 1.55277 0.42661 0.372
H -3.21096 -0.13479 0.70795 -1.378
H -3.52512 2.86133 0.23523 0.308
H -1.99394 1.97772 0.26375 -0.040
H -2.97697 2.08156 1.72589 0.482
H -4.88667 2.25273 -1.62522 0.274
H -4.90398 1.96675 -4.07465 0.374
H -3.65839 0.10108 -5.09464 0.348
H -2.12926 -1.38293 -5.01643 0.654
H -0.64622 -2.25530 -2.50678 0.021
H -0.19358 -0.92944 -3.56105 0.173
H -0.18452 -2.58526 -4.17896 0.569
H -2.66927 -3.69733 -3.13483 0.265
H -2.42009 -3.71040 -4.87982 0.466
H -3.91421 -3.04456 -4.21012 0.333
H -2.49819 -4.47040 0.45241 0.463
H -3.95641 -3.02942 -1.31214 0.586
H 2.43723 -4.43593 2.66069 0.412
H 1.43891 -3.91560 4.85440 0.352
H -0.82794 -2.94748 4.97075 0.281
H -2.89698 -2.21693 1.92418 -0.518
H -2.07593 -0.75678 4.45998 0.478
H -3.46043 -0.39422 3.42060 0.329
H -1.81271 -0.19522 2.80811 0.009
H -3.10657 -3.10441 4.83484 0.356
H -3.42531 -4.14284 3.44384 0.392
H -4.42950 -2.71717 3.73782 0.455
H 2.25433 -4.82451 0.54387 0.569
H 1.41858 -2.20638 -0.76760 -0.280
H 2.64576 -3.31954 -1.39770 0.523
H 2.89620 -2.49542 0.14730 -0.231
H -0.15188 -4.26003 -1.23145 -0.003
H 0.02496 -5.70026 -0.22791 0.348
H 1.19089 -5.36882 -1.51484 0.500
```